The following is a DFT calculation (ωB97M-V/def2-TZVPD) of a cluster of 23 separate species, C46H138O23 in total in a non-equilibrium geometry.

E_tot: -97023.2532 eV
HOMO: -9.349 eV

CARTESIAN COORDINATES (ANGSTROEM)
O1 4.596 -3.726 -23.305
O2 -2.299 -5.868 -28.877
O3 8.371 -2.485 -25.837
O4 3.704 -2.817 -29.189
O5 2.940 -5.798 -18.643
O6 8.407 -9.136 -21.709
O7 5.562 -9.501 -20.822
O8 1.330 -0.089 -25.542
O9 0.218 -4.860 -21.025
O10 7.051 -3.635 -22.214
O11 0.920 -10.178 -22.056
O12 1.622 -11.021 -24.434
O13 0.282 -2.084 -21.421
O14 6.740 -0.394 -18.330
O15 9.370 -3.624 -23.549
O16 7.094 -6.684 -27.369
O17 4.653 -7.818 -18.844
O18 3.704 -0.541 -27.972
O19 10.335 -1.056 -22.010
O20 6.415 -0.788 -21.047
O21 6.146 -4.354 -28.970
O22 5.290 -8.207 -25.980
O23 0.174 -7.090 -28.074
C1 1.829 -3.749 -30.328
C2 10.695 -5.087 -22.105
C3 1.045 -7.449 -27.015
C4 10.032 -8.593 -20.237
C5 6.260 -1.183 -25.402
C6 -0.974 -5.466 -21.489
C7 1.536 -1.693 -21.838
C8 4.797 -11.734 -20.687
C9 0.576 -0.308 -26.713
C10 11.638 -1.332 -21.733
C11 -2.782 -5.466 -26.488
C12 0.836 -8.855 -26.764
C13 5.141 -0.398 -21.529
C14 2.938 -4.442 -18.356
C15 7.073 -2.436 -25.163
C16 3.680 0.325 -29.099
C17 7.859 -3.578 -20.004
C18 8.881 0.614 -18.610
C19 1.917 -8.006 -21.486
C20 10.219 -4.749 -23.524
C21 4.299 -8.999 -16.687
C22 4.468 -10.311 -21.168
C23 4.166 -5.093 -23.113
C24 0.243 -12.892 -24.002
C25 0.332 -11.557 -24.638
C26 9.237 -5.815 -27.806
C27 3.586 1.825 -28.756
C28 6.128 -4.087 -31.296
C29 -3.082 -6.257 -27.756
C30 6.328 -9.811 -24.720
C31 4.179 -3.708 -18.912
C32 8.561 -8.390 -20.515
C33 3.589 -5.500 -24.466
C34 0.728 -8.778 -22.101
C35 5.195 -8.087 -17.560
C36 7.171 -4.384 -21.016
C37 -0.954 -5.251 -22.984
C38 8.362 -6.496 -26.805
C39 -0.188 -1.671 -26.510
C40 5.245 -8.766 -24.679
C41 6.050 -5.051 -30.146
C42 12.350 -0.256 -20.996
C43 8.026 -0.492 -17.979
C44 1.269 -0.184 -22.173
C45 2.589 -3.571 -28.966
C46 4.447 0.296 -20.397
H1 3.364 -6.567 -24.449
H2 0.847 -6.821 -26.145
H3 7.887 -8.707 -19.719
H4 7.824 -3.639 -22.784
H5 6.357 -4.987 -28.280
H6 1.561 -9.112 -25.991
H7 6.786 -0.602 -19.266
H8 2.229 -0.404 -25.661
H9 3.594 2.447 -29.651
H10 -0.242 -8.438 -21.739
H11 2.614 -5.018 -24.536
H12 4.108 -7.029 -18.901
H13 -0.843 -4.219 -23.314
H14 1.601 -10.661 -23.545
H15 6.167 -4.620 -20.663
H16 2.171 0.326 -22.514
H17 5.348 -3.545 -22.736
H18 5.816 -12.002 -20.967
H19 5.164 -5.655 -30.341
H20 0.101 -7.821 -28.692
H21 9.898 -5.580 -24.153
H22 4.544 0.165 -29.744
H23 6.471 -10.224 -23.722
H24 4.253 -3.930 -19.977
H25 8.819 -3.230 -20.385
H26 4.961 -5.738 -22.739
H27 2.183 -1.985 -21.011
H28 2.762 -8.210 -22.144
H29 1.250 -0.397 -27.565
H30 4.196 -2.619 -18.885
H31 0.404 -2.585 -26.480
H32 6.824 -0.256 -25.295
H33 6.199 -8.476 -17.732
H34 1.972 -3.014 -28.261
H35 8.290 -2.125 -26.723
H36 4.400 -10.021 -17.054
H37 3.031 -4.247 -17.287
H38 2.083 -7.369 -27.335
H39 4.524 2.253 -28.400
H40 11.019 -4.202 -24.024
H41 8.458 1.592 -18.381
H42 0.216 -3.041 -21.462
H43 -0.107 0.508 -26.948
H44 8.385 -7.345 -20.770
H45 3.836 -1.423 -28.328
H46 10.672 -8.043 -20.927
H47 8.970 -4.876 -28.292
H48 -1.468 -6.339 -28.778
H49 6.464 -3.301 -25.426
H50 5.571 -8.083 -23.895
H51 7.280 -2.354 -24.096
H52 -0.965 -1.905 -27.238
H53 11.301 -5.976 -21.929
H54 0.135 -11.561 -25.710
H55 9.824 -1.788 -22.364
H56 1.977 -3.969 -18.556
H57 4.260 -9.078 -24.329
H58 9.762 -5.163 -21.547
H59 2.065 -6.140 -18.444
H60 8.872 -7.380 -26.424
H61 5.314 -7.177 -16.972
H62 0.787 0.333 -21.343
H63 4.128 -12.475 -21.125
H64 2.791 2.213 -28.119
H65 10.202 -5.665 -27.322
H66 6.925 -5.672 -29.959
H67 2.482 -4.236 -31.052
H68 1.463 -2.805 -30.732
H69 4.230 -5.296 -25.323
H70 -0.579 -13.530 -24.324
H71 3.540 -10.051 -20.659
H72 4.537 -1.226 -21.899
H73 9.421 -6.512 -28.624
H74 11.531 -2.150 -21.020
H75 9.268 -3.375 -24.470
H76 8.348 -5.785 -25.979
H77 7.451 -9.173 -21.780
H78 4.405 -3.275 -28.718
H79 0.166 -10.551 -21.594
H80 11.183 -4.250 -21.607
H81 0.953 -4.350 -30.083
H82 4.889 1.237 -20.070
H83 -0.946 -6.519 -21.211
H84 6.647 -4.549 -32.135
H85 0.329 -5.131 -20.111
H86 -0.091 -8.953 -26.199
H87 -1.880 -4.915 -21.236
H88 8.081 -0.593 -16.896
H89 12.622 0.594 -21.622
H90 0.102 -12.857 -22.921
H91 11.792 0.077 -20.120
H92 2.172 -8.226 -20.450
H93 8.027 -3.978 -19.004
H94 10.427 -8.336 -19.254
H95 -1.896 -5.952 -26.080
H96 6.819 -1.400 -21.667
H97 3.445 0.600 -20.701
H98 0.739 -9.490 -27.644
H99 6.758 -3.246 -31.005
H100 4.746 -8.938 -15.695
H101 -2.588 -4.396 -26.565
H102 2.804 0.114 -29.712
H103 5.106 -4.075 -18.471
H104 1.124 -13.442 -24.333
H105 -4.141 -6.010 -27.830
H106 -0.499 -11.019 -24.181
H107 3.318 -5.026 -22.432
H108 6.191 -10.658 -25.392
H109 -2.987 -7.342 -27.722
H110 5.452 -1.220 -24.671
H111 -0.158 -5.689 -23.587
H112 1.763 -2.256 -22.744
H113 5.411 0.336 -22.288
H114 5.197 -3.631 -31.631
H115 9.879 0.700 -18.181
H116 7.539 -5.407 -21.101
H117 8.861 0.483 -19.692
H118 8.395 -1.436 -18.382
H119 -0.697 -1.673 -25.546
H120 5.910 -1.064 -26.427
H121 4.304 -10.324 -22.246
H122 12.217 -1.935 -22.432
H123 2.782 -4.540 -28.505
H124 0.500 -0.213 -22.944
H125 4.728 -7.433 -25.902
H126 0.766 -8.398 -23.122
H127 4.902 -11.860 -19.609
H128 -1.848 -5.621 -23.486
H129 7.224 -9.280 -25.041
H130 3.230 -8.785 -16.666
H131 6.579 -7.369 -26.937
H132 13.241 -0.785 -20.660
H133 10.230 -9.663 -20.316
H134 5.223 -9.143 -19.998
H135 -3.555 -5.541 -25.723
H136 7.387 -2.601 -19.901
H137 4.445 -0.360 -19.527
H138 1.665 -6.954 -21.616